[1]
Here is a structure of composition C28H71BF6N5O9Pt2 from the OMol25 dataset. Energies are from ωB97M-V with the def2-TZVPD basis set.

Summary:
**Electronic energy**: -79528.33537 eV
**Energy above the lowest of the compared OMol25 structures with the same formula, charge and spin**: 0.0 kJ/mol
**HOMO (alpha / beta)**: -9.583 / -10.384 eV
**Multiplicity**: 5
**HOMO-LUMO gap (alpha / beta)**: 7.56 / 8.33 eV
**Charge**: +1

CARTESIAN COORDINATES (ANGSTROEM)
Pt: 11.1815 -14.1041 18.4451
Pt: 14.1425 -16.4663 15.9761
C: 9.6847 -16.5475 20.0526
O: 8.9009 -15.4261 20.5940
O: 10.6520 -16.0319 19.3841
C: 10.1932 -17.4495 21.1793
F: 10.8673 -16.7944 22.1367
F: 9.1929 -18.0992 21.7988
F: 10.9898 -18.4176 20.6866
C: 7.9126 -15.6091 21.6050
C: 7.1968 -14.2586 21.6887
H: 6.2194 -14.2630 22.1753
H: 7.8241 -13.5940 22.2898
H: 7.0074 -13.8202 20.7070
H: 8.4155 -15.7514 22.5619
H: 7.2180 -16.4197 21.3872
H: 8.9272 -17.1406 19.4983
C: 11.5458 -17.9200 14.6138
O: 12.5804 -18.8450 14.2173
O: 12.0962 -16.9017 15.2106
C: 10.6844 -17.4932 13.4214
F: 9.6282 -18.3236 13.3051
F: 10.1713 -16.2692 13.5735
F: 11.3086 -17.5122 12.2300
C: 12.1560 -20.0004 13.5533
C: 13.2793 -21.0400 13.4005
H: 12.7916 -22.0114 13.4117
H: 13.8673 -20.8972 12.4972
H: 13.9528 -20.9836 14.2622
H: 11.7852 -19.8561 12.5295
H: 11.2929 -20.4813 14.0309
H: 10.9129 -18.4583 15.3425
B: 13.2367 -14.6154 17.2715
H: 14.0714 -15.2319 17.8821
H: 12.2399 -15.2805 17.3233
H: 13.1923 -13.5465 17.7583
H: 13.5588 -14.4788 16.1191
C: 9.3016 -13.2230 14.5116
C: 10.2643 -13.2597 15.7171
C: 10.0503 -12.0238 16.5709
O: 11.0238 -11.9752 17.6458
C: 12.1674 -11.2652 17.1613
N: 10.0477 -14.4943 16.5344
H: 9.4223 -12.2755 13.9850
H: 8.2754 -13.3176 14.8756
H: 9.5149 -14.0352 13.8223
H: 11.2606 -13.3537 15.2778
H: 9.0561 -12.0783 17.0245
H: 10.0665 -11.0938 16.0036
H: 11.8938 -10.2239 16.9531
H: 12.4839 -11.6939 16.2101
H: 12.9611 -11.2224 17.8992
H: 9.0506 -14.7214 16.5009
H: 10.4160 -15.2646 15.9552
C: 13.1887 -19.8443 17.5798
C: 13.5862 -18.7398 18.5351
C: 14.3235 -19.2464 19.7566
O: 14.3765 -18.2435 20.7586
C: 14.0881 -18.7028 22.0889
N: 14.4276 -17.7361 17.8345
H: 12.5284 -19.4964 16.7912
H: 12.7024 -20.6814 18.0793
H: 14.1429 -20.2202 17.1849
H: 12.6875 -18.2264 18.8799
H: 15.3729 -19.4840 19.4995
H: 13.9020 -20.1862 20.1277
H: 13.0399 -18.9848 22.1733
H: 14.3893 -17.8563 22.6933
H: 14.6552 -19.6167 22.2912
H: 14.7929 -17.2091 18.6404
H: 15.3026 -18.2140 17.5893
C: 17.5646 -13.9467 15.1288
C: 17.2143 -14.3183 16.5447
C: 16.4486 -13.2560 17.3049
O: 17.2408 -12.1085 17.3507
C: 16.5891 -11.0003 17.9258
N: 16.4646 -15.5932 16.6057
H: 18.1591 -14.7006 14.6106
H: 18.1173 -13.0083 15.1237
H: 16.6494 -13.7733 14.5506
H: 18.1347 -14.3547 17.1501
H: 16.2398 -13.5711 18.3406
H: 15.4643 -13.1241 16.8233
H: 17.3453 -10.2601 18.1757
H: 16.0624 -11.2891 18.8414
H: 15.9140 -10.5617 17.1830
H: 16.4938 -15.9169 17.5687
H: 16.9878 -16.2581 16.0448
C: 10.0368 -11.5831 22.0057
C: 10.6509 -12.3895 20.8613
C: 11.7100 -13.3571 21.3526
O: 12.5650 -13.7736 20.3027
C: 13.5945 -14.6134 20.8219
N: 9.7072 -13.0623 19.9160
H: 10.5156 -10.6139 22.1240
H: 10.0429 -12.0956 22.9702
H: 8.9857 -11.3803 21.7763
H: 11.2341 -11.6892 20.2496
H: 11.2719 -14.1498 21.9738
H: 12.3331 -12.7847 22.0584
H: 13.1493 -15.4426 21.3903
H: 14.1910 -14.0682 21.5573
H: 14.0898 -15.0739 19.9778
H: 8.8383 -12.5265 19.9494
H: 9.4022 -13.9087 20.4310
C: 16.5145 -18.7270 12.8826
C: 15.9485 -17.6284 13.7717
C: 15.0036 -16.7415 12.9775
O: 14.5497 -15.7122 13.8783
C: 13.7393 -14.7593 13.2475
N: 15.2048 -18.2449 14.9487
H: 17.1608 -18.2495 12.1411
H: 15.6973 -19.2545 12.3882
H: 17.1257 -19.4642 13.4032
H: 16.6793 -16.9659 14.2381
H: 14.0945 -17.3224 12.7773
H: 15.5114 -16.3115 12.1176
H: 12.7403 -15.0861 12.9515
H: 14.2406 -14.3314 12.3685
H: 13.6320 -13.8830 13.8914
H: 14.3989 -18.7152 14.5237
H: 15.8664 -18.9374 15.2886

Atoms 1-6, force components in eV/Å:
Pt -1.5 -1.4 0.2
Pt 0.4 -0.9 0.0
C -1.5 0.7 0.3
O -0.4 -1.1 0.7
O 2.0 -0.1 -1.1
C -0.2 -0.5 0.3



[2]
Here is a cluster of 8 separate species, C28H71O22PS7 in total from the OMol25 dataset. Energies are from ωB97M-V with the def2-TZVPD basis set.

Summary:
**Electronic energy**: -160358.41136 eV
**Energy above the lowest of the compared OMol25 structures with the same formula, charge and spin**: 447.4 kJ/mol
**HOMO**: -7.885 eV
**HOMO-LUMO gap**: 8.17 eV

CARTESIAN COORDINATES (ANGSTROEM)
C: 3.9294 -1.4939 -1.2539
C: 3.0585 -0.2610 -1.2015
C: 2.6715 0.6594 -2.5099
P: 1.4556 -0.4232 -3.5675
C: -0.2685 -0.4545 -2.6856
O: -0.5597 -1.8572 -2.3542
C: -1.6620 -1.9927 -1.3905
C: -2.8592 -0.8827 -1.5359
C: -2.7050 0.3732 -0.4419
H: 4.7562 -1.6853 -2.0650
H: 3.7569 -2.2988 -0.3954
H: 2.6594 0.0496 -0.1311
H: 3.5971 1.0044 -3.1404
H: 2.0370 1.5775 -2.0875
H: 1.3406 0.1985 -4.8699
H: -0.2323 0.2762 -1.7724
H: -1.0387 -0.0814 -3.5008
H: -2.1648 -3.0523 -1.6135
H: -1.3007 -2.0731 -0.2552
H: -3.0561 -0.4994 -2.6251
H: -3.8637 -1.4359 -1.2035
H: -3.3923 0.1697 0.5096
H: -3.0910 1.3765 -0.9480
H: -1.5994 0.5387 -0.0943
O: 4.8424 -4.4064 1.4917
S: 5.9576 -5.2227 1.0645
O: 6.8164 -4.8357 -0.0352
O: 5.4355 -6.7453 0.8099
C: 4.3565 -6.9525 -0.0910
C: 4.8045 -6.8250 -1.5345
C: 6.9820 -5.5674 2.4726
H: 3.5296 -6.2692 0.1300
H: 3.9877 -7.9708 0.0789
H: 5.1027 -5.7977 -1.7655
H: 3.9969 -7.1023 -2.2178
H: 5.6720 -7.4644 -1.7292
H: 6.3510 -5.9014 3.2972
H: 7.4999 -4.6452 2.7451
H: 7.7097 -6.3350 2.2013
O: 5.9925 4.9191 -2.1923
S: 5.4359 3.9144 -1.3130
O: 4.0076 3.7280 -1.1659
O: 6.0974 4.0776 0.1674
C: 6.0107 5.3390 0.8156
C: 4.6202 5.5860 1.3689
C: 6.1612 2.3443 -1.7129
H: 6.3183 6.1444 0.1402
H: 6.7268 5.3229 1.6456
H: 3.8880 5.6913 0.5623
H: 4.5968 6.5019 1.9658
H: 4.2958 4.7457 1.9917
H: 7.2432 2.4613 -1.7851
H: 5.7532 2.0204 -2.6729
H: 5.8967 1.6242 -0.9358
O: -1.5666 1.3961 4.7998
S: -0.1499 1.5259 5.0618
O: 0.5371 2.7964 4.9604
O: 0.6581 0.4220 4.1762
C: 0.4618 0.4033 2.7692
C: 1.1977 1.5421 2.0894
C: 0.1986 0.8335 6.6588
H: -0.6060 0.4191 2.5259
H: 0.8621 -0.5490 2.4021
H: 0.7698 2.5101 2.3682
H: 1.1375 1.4489 1.0014
H: 2.2510 1.5565 2.3886
H: -0.2786 -0.1444 6.7334
H: -0.2089 1.5092 7.4141
H: 1.2806 0.7511 6.7802
O: 2.9334 -0.9256 8.5302
S: 4.3501 -0.7959 8.7923
O: 5.0371 0.4747 8.6909
O: 5.1581 -1.8997 7.9067
C: 4.9618 -1.9185 6.4996
C: 5.6977 -0.7797 5.8198
C: 4.6986 -1.4882 10.3892
H: 3.8940 -1.9027 6.2564
H: 5.3621 -2.8708 6.1325
H: 5.2698 0.1883 6.0986
H: 5.6375 -0.8728 4.7319
H: 6.7510 -0.7652 6.1190
H: 4.2214 -2.4661 10.4638
H: 4.2911 -0.8125 11.1445
H: 5.7806 -1.5707 10.5106
O: 0.3952 4.4686 -0.2504
S: 0.0761 5.8773 -0.1723
O: 0.4524 6.6884 0.9666
O: -1.5162 6.0785 -0.4546
C: -2.4449 5.3628 0.3479
C: -2.5746 5.9753 1.7294
C: 0.6691 6.6769 -1.6420
H: -2.1717 4.3038 0.4070
H: -3.4156 5.4176 -0.1586
H: -1.6462 5.8648 2.2984
H: -3.3752 5.4911 2.2955
H: -2.7848 7.0478 1.6600
H: 0.3559 6.0981 -2.5118
H: 1.7594 6.7138 -1.5878
H: 0.2654 7.6906 -1.6807
O: -5.9048 -5.3405 -2.8867
S: -6.2239 -3.9318 -2.8086
O: -5.8476 -3.1207 -1.6697
O: -7.8162 -3.7306 -3.0910
C: -8.7449 -4.4463 -2.2885
C: -8.8746 -3.8338 -0.9069
C: -5.6309 -3.1322 -4.2783
H: -8.4717 -5.5053 -2.2294
H: -9.7156 -4.3915 -2.7950
H: -7.9462 -3.9443 -0.3380
H: -9.6752 -4.3180 -0.3409
H: -9.0848 -2.7613 -0.9764
H: -5.9441 -3.7110 -5.1481
H: -4.5406 -3.0953 -4.2241
H: -6.0346 -2.1185 -4.3171
O: -9.8010 -0.3793 -6.2368
S: -8.6359 -0.4173 -7.0934
O: -7.4137 -1.0862 -6.6992
O: -8.2732 1.0996 -7.5656
C: -8.0654 2.0907 -6.5689
C: -6.7117 1.9346 -5.9026
C: -9.1198 -1.0396 -8.6839
H: -8.8751 2.0756 -5.8316
H: -8.1049 3.0643 -7.0714
H: -6.6634 1.0093 -5.3201
H: -6.5141 2.7693 -5.2243
H: -5.9141 1.8867 -6.6514
H: -10.0168 -0.5135 -9.0129
H: -9.3272 -2.1068 -8.5783
H: -8.2983 -0.8895 -9.3874

Atoms 1-6, force components in eV/Å:
C -2.6 3.3 0.8
C 2.7 -3.2 -0.4
C -0.6 0.7 1.8
P 0.8 -1.3 0.5
C -0.2 1.0 -0.9
O -0.7 1.8 1.0